# 1
Entry from the OMol25 dataset: a structure of composition C40H40BrKN8O3 at a distorted geometry (ωB97M-V/def2-TZVPD).

Last column: Löwdin charge in e.
CARTESIAN COORDINATES (ANGSTROEM)
K 0.003 -0.560 -0.136  0.77
C 3.066 -2.410 1.529  -0.14
N 2.615 -1.642 0.376  -0.07
C 3.708 -1.174 -0.452  -0.13
C 3.328 -0.980 -1.897  -0.28
N 2.368 -1.562 -2.562  0.17
C 2.488 -1.070 -3.867  -0.24
C 1.715 -1.356 -4.989  -0.04
C 2.031 -0.714 -6.171  -0.09
C 3.096 0.203 -6.242  -0.09
C 3.873 0.493 -5.135  -0.02
C 3.542 -0.168 -3.955  -0.19
N 4.068 -0.130 -2.672  0.16
C 2.084 -2.305 2.656  -0.30
N 0.990 -1.611 2.625  0.18
C 0.472 -1.702 3.924  -0.20
C -0.658 -1.102 4.478  -0.01
C -0.945 -1.361 5.806  -0.08
C -0.122 -2.197 6.580  -0.09
C 1.013 -2.783 6.049  -0.03
C 1.287 -2.511 4.712  -0.19
N 2.327 -2.888 3.873  0.16
H 4.034 -2.055 1.907  0.13
H 3.205 -3.458 1.245  0.13
H 2.058 -0.861 0.706  0.04
H 4.518 -1.905 -0.420  0.13
H 4.131 -0.233 -0.084  0.13
H 0.885 -2.053 -4.931  0.11
H 1.445 -0.915 -7.060  0.10
H 3.310 0.693 -7.184  0.10
H 4.692 1.201 -5.190  0.11
H 4.829 0.441 -2.352  0.16
H -1.268 -0.418 3.897  0.10
H -1.803 -0.887 6.266  0.10
H -0.373 -2.373 7.619  0.10
H 1.654 -3.413 6.650  0.10
H 3.119 -3.455 4.115  0.16
O 1.370 1.902 3.471  0.03
C 0.137 2.232 3.867  -0.30
C -0.059 2.678 5.177  -0.02
C -1.324 3.015 5.625  -0.10
C -2.429 2.915 4.780  -0.11
C -2.232 2.470 3.480  -0.06
C -0.970 2.129 3.004  -0.13
C -0.811 1.562 1.596  -0.49
O 0.433 1.084 1.321  -0.39
N -1.262 2.609 0.637  0.00
N -1.240 2.198 -0.644  0.00
C -1.128 3.066 -1.571  -0.20
C -1.099 2.688 -2.995  -0.62
Br -0.611 0.886 -3.354  0.86
C -1.309 3.484 -4.036  -0.12
C -1.733 4.905 -3.975  -0.22
C -2.683 5.365 -3.064  -0.05
C -3.082 6.697 -3.069  -0.08
C -2.538 7.587 -3.987  -0.09
C -1.588 7.139 -4.897  -0.09
C -1.193 5.810 -4.890  -0.05
H 1.222 1.565 2.514  0.05
H 0.806 2.741 5.828  0.11
H -1.452 3.360 6.645  0.10
H -3.419 3.177 5.131  0.09
H -3.078 2.380 2.804  0.11
H -1.606 0.784 1.470  0.12
H -0.886 3.532 0.824  0.14
H -1.033 4.126 -1.343  0.12
H -1.152 3.070 -5.026  0.10
H -3.123 4.669 -2.359  0.11
H -3.830 7.036 -2.362  0.10
H -2.855 8.624 -3.997  0.10
H -1.159 7.824 -5.618  0.10
H -0.457 5.461 -5.607  0.11
O -0.324 -2.005 -2.017  -0.30
C -1.289 -2.980 -2.401  -0.25
C -0.796 -4.400 -2.171  -0.16
C -0.212 -4.640 -0.770  -0.13
C -1.161 -4.295 0.351  -0.28
C -1.944 -5.253 0.984  -0.02
C -2.789 -4.866 2.013  -0.06
C -2.832 -3.533 2.389  -0.05
C -2.018 -2.644 1.707  -0.13
N -1.203 -3.007 0.712  0.08
H 0.544 -2.191 -2.412  0.03
H -1.574 -2.853 -3.448  0.11
H -2.177 -2.781 -1.800  0.12
H -0.026 -4.643 -2.913  0.11
H -1.631 -5.084 -2.357  0.12
H 0.683 -4.025 -0.646  0.11
H 0.089 -5.686 -0.691  0.11
H -1.876 -6.291 0.679  0.11
H -3.400 -5.601 2.523  0.11
H -3.465 -3.190 3.197  0.11
H -2.008 -1.589 1.973  0.09

Computed properties:
ΔE to the lowest compared entry with this formula, charge and spin: 19.83 kcal/mol
Kohn-Sham gap: 7.34 eV
calculated total energy: -146561.399 eV



# 2
Entry from the OMol25 dataset: a structure of composition C6H15CdNO8S2 at a distorted geometry (ωB97M-V/def2-TZVPD).

Last column: Löwdin charge in e.
CARTESIAN COORDINATES (ANGSTROEM)
Cd -0.035 -1.421 0.551  1.35
S 2.395 -2.083 -0.102  0.18
O 3.243 -3.234 -0.287  -0.39
O 3.464 -1.110 -0.340  -0.43
O 1.206 -1.928 -1.017  -0.50
O 1.751 -1.959 1.193  -0.46
S -1.765 -2.931 1.853  0.11
O -3.162 -3.121 1.590  -0.39
O -1.394 -3.925 2.840  -0.38
O -0.915 -3.172 0.713  -0.49
O -1.311 -1.578 1.944  -0.50
C 1.372 1.511 1.711  -0.07
C -0.101 1.544 1.087  -0.25
N -0.177 0.589 -0.007  -0.27
C -1.592 0.641 -0.396  -0.29
C -1.883 -0.205 -1.661  -0.07
C 0.782 1.014 -1.191  -0.16
C 0.370 2.386 -1.889  -0.08
H 2.186 0.968 1.232  0.06
H 1.342 1.025 2.686  0.06
H 1.617 2.546 1.949  0.05
H -0.777 1.452 1.937  0.12
H -0.247 2.553 0.703  0.08
H -1.873 1.666 -0.640  0.08
H -2.282 0.491 0.434  0.11
H -0.986 -0.531 -2.188  0.06
H -2.492 0.390 -2.341  0.06
H -2.490 -1.083 -1.440  0.07
H 1.806 1.057 -0.819  0.09
H 0.991 0.261 -1.951  0.09
H 1.108 2.519 -2.680  0.06
H -0.631 2.476 -2.312  0.05
H 0.482 3.193 -1.164  0.05

Computed properties:
ΔE to the lowest compared entry with this formula, charge and spin: 94.22 kcal/mol
total charge: -2
Kohn-Sham gap: 5.99 eV
calculated total energy: -50567.595 eV



# 3
Entry from the OMol25 dataset: a cluster of 10 separate species, C40H88F18N6O8P2S2 in total at a distorted geometry (ωB97M-V/def2-TZVPD).

Last column: Löwdin charge in e.
CARTESIAN COORDINATES (ANGSTROEM)
C 1.787 -7.052 -0.274  0.04
C 3.015 -6.192 -0.719  -0.30
O 3.014 -5.433 -1.673  0.19
N 4.238 -6.307 0.218  0.09
H 4.158 -7.154 0.764  0.16
H 5.011 -6.579 -0.372  0.18
C 4.476 -5.081 1.051  0.03
H 1.231 -6.479 0.468  0.07
H 1.936 -8.065 0.101  0.09
H 1.210 -7.253 -1.177  0.10
H 5.480 -5.211 1.456  0.12
H 3.760 -4.988 1.868  0.09
H 4.434 -4.158 0.474  0.09
C -3.902 -3.019 -3.708  -0.06
C -3.638 -2.954 -2.239  -0.57
O -3.324 -1.872 -1.749  -0.08
N -3.642 -4.290 -1.541  0.04
H -4.608 -4.569 -1.451  0.14
H -3.176 -5.053 -2.012  0.14
C -3.171 -4.209 -0.065  0.01
H -3.156 -3.565 -4.287  0.05
H -3.887 -1.977 -4.027  0.07
H -4.845 -3.493 -3.980  0.06
H -3.462 -5.138 0.425  0.09
H -3.366 -3.257 0.429  0.07
H -2.107 -4.122 -0.282  0.07
C -1.790 2.129 -2.493  -0.08
C -1.318 1.152 -1.391  -0.21
C 0.008 0.465 -1.815  -0.09
N 0.489 -0.626 -0.819  -0.17
C 0.680 0.063 0.582  0.05
C 1.841 -1.196 -1.350  -0.10
C 1.869 -2.632 -0.954  -0.16
C 0.520 -2.978 -0.303  -0.14
C -0.411 -1.874 -0.776  -0.08
H -0.996 2.876 -2.463  0.05
H -2.708 2.567 -2.102  0.07
H -1.790 1.668 -3.481  0.08
H -2.063 0.371 -1.238  0.10
H -1.187 1.662 -0.437  0.07
H 0.893 1.063 -2.029  0.12
H -0.252 -0.032 -2.750  0.12
H -0.274 0.421 0.971  0.05
H 1.295 0.914 0.290  0.10
H 1.379 -0.577 1.120  0.09
H 2.637 -0.588 -0.919  0.11
H 1.853 -0.961 -2.414  0.09
H 2.814 -2.823 -0.446  0.09
H 1.890 -3.197 -1.886  0.09
H 0.617 -2.956 0.782  0.09
H 0.249 -4.012 -0.517  0.10
H -1.251 -1.728 -0.098  0.10
H -0.740 -2.022 -1.804  0.13
C -2.686 7.755 -6.894  -0.06
C -2.055 6.948 -5.676  -0.22
C -0.719 6.470 -6.109  -0.16
N -0.087 5.463 -5.108  -0.22
C -0.302 5.735 -3.594  0.03
C 1.452 5.186 -5.406  -0.03
C 1.704 3.646 -5.385  -0.15
C 0.475 3.143 -6.056  -0.13
C -0.633 4.134 -5.529  -0.12
H -2.696 7.212 -7.839  0.07
H -1.999 8.563 -7.144  0.08
H -3.674 8.162 -6.680  0.08
H -2.612 6.084 -5.313  0.11
H -1.878 7.684 -4.892  0.11
H -0.033 7.309 -5.992  0.13
H -0.587 6.029 -7.098  0.14
H 0.287 5.067 -2.966  0.10
H -1.338 5.629 -3.272  0.09
H -0.104 6.803 -3.499  0.10
H 1.962 5.777 -4.645  0.13
H 1.611 5.533 -6.427  0.13
H 1.712 3.206 -4.388  0.11
H 2.584 3.301 -5.927  0.13
H 0.141 2.182 -5.665  0.11
H 0.586 3.099 -7.139  0.13
H -1.253 3.769 -4.710  0.10
H -1.296 4.257 -6.385  0.12
C 0.632 -4.975 3.001  -0.09
C 0.657 -4.593 4.486  -0.23
C 0.967 -3.150 4.613  -0.11
N 0.852 -2.563 6.036  -0.20
C 1.301 -3.664 7.090  0.05
C 1.556 -1.262 6.326  -0.11
C 0.954 -0.571 7.554  -0.12
C -0.494 -1.084 7.476  -0.15
C -0.610 -2.195 6.449  -0.08
H 0.652 -6.063 2.953  0.07
H 1.547 -4.608 2.536  0.06
H -0.277 -4.708 2.462  0.08
H 1.477 -5.189 4.886  0.11
H -0.288 -4.866 4.956  0.12
H 0.313 -2.556 3.975  0.12
H 2.001 -2.905 4.370  0.12
H 0.818 -4.636 6.989  0.09
H 1.075 -3.207 8.053  0.10
H 2.378 -3.785 6.975  0.11
H 2.608 -1.547 6.331  0.14
H 1.417 -0.691 5.408  0.12
H 1.455 -0.894 8.467  0.11
H 1.010 0.514 7.459  0.12
H -0.814 -1.366 8.479  0.12
H -1.151 -0.282 7.139  0.11
H -1.209 -3.080 6.665  0.14
H -1.095 -1.815 5.550  0.10
C 1.347 1.867 3.546  -0.08
C 0.258 2.935 3.477  -0.23
C -0.687 2.983 2.217  -0.04
N -1.775 4.185 2.234  -0.23
C -1.126 5.470 2.608  -0.01
C -2.964 3.837 3.234  -0.07
C -3.972 2.964 2.517  -0.13
C -3.597 3.160 1.045  -0.14
C -2.467 4.199 0.837  -0.06
H 1.943 2.146 4.415  0.09
H 1.994 1.756 2.676  0.08
H 0.822 0.924 3.697  0.04
H 0.701 3.897 3.737  0.09
H -0.385 2.967 4.357  0.10
H -1.246 2.048 2.165  0.11
H -0.071 3.186 1.341  0.12
H -1.893 6.241 2.687  0.10
H -0.377 5.592 1.825  0.12
H -0.668 5.474 3.597  0.10
H -3.376 4.816 3.477  0.12
H -2.574 3.383 4.145  0.13
H -4.948 3.381 2.764  0.12
H -3.961 1.945 2.902  0.10
H -4.455 3.667 0.605  0.11
H -3.506 2.219 0.502  0.11
H -3.046 5.120 0.912  0.12
H -1.741 4.211 0.024  0.12
C -3.763 -0.841 4.061  -0.63
F -3.358 0.096 4.908  0.11
F -3.845 -1.975 4.741  0.12
F -4.917 -0.564 3.427  0.13
S -2.283 -1.085 2.726  0.48
O -2.203 -2.541 2.521  -0.35
O -2.787 -0.333 1.563  -0.34
O -1.051 -0.600 3.278  -0.35
C -0.467 -1.232 -5.834  -0.66
F -0.908 -1.371 -7.121  0.10
F 0.344 -0.248 -5.710  0.16
F -1.483 -1.033 -4.978  0.10
S 0.365 -2.896 -5.280  0.50
O -0.721 -3.755 -4.788  -0.37
O 1.136 -3.499 -6.377  -0.34
O 1.151 -2.464 -4.132  -0.35
P 4.172 1.079 -3.476  0.24
F 4.813 0.458 -4.820  -0.15
F 2.716 0.674 -4.085  -0.19
F 4.088 -0.350 -2.666  -0.19
F 3.341 1.641 -2.095  -0.24
F 5.686 1.332 -2.917  -0.16
F 4.047 2.555 -4.086  -0.16
P 4.306 -1.365 2.501  0.14
F 4.365 -2.627 3.526  -0.19
F 5.617 -0.804 3.228  -0.12
F 5.004 -2.083 1.303  -0.11
F 4.060 0.010 1.593  -0.17
F 2.984 -2.080 1.901  -0.19
F 3.351 -0.748 3.638  -0.18

Computed properties:
total charge: +1
Kohn-Sham gap (spin up / spin down): 2.43 / 6.22 eV
2S+1: 2
calculated total energy: -157388.135 eV